Record 1
DFT (wB97M-V/def2-TZVPD) results for C3H19NO7 as an isolated structure in a non-equilibrium geometry.

The geometry in XYZ format:
```
30
Properties=species:S:1:pos:R:3:forces:R:3
O -0.250 2.561 -1.772 0.5 0.3 -0.9
O -1.619 1.228 1.816 -2.2 4.7 0.0
O 1.566 2.327 0.865 -0.2 -0.1 0.2
O -0.680 -0.603 1.932 2.4 -5.7 0.3
O 2.193 0.653 -1.497 0.2 -0.8 0.2
O 3.485 -0.135 0.952 0.0 -0.1 0.4
O -0.994 -0.379 -2.122 0.5 0.6 -1.6
N -0.628 -1.920 -0.369 0.6 -0.6 0.3
C -1.932 -1.885 0.262 0.1 -0.2 -0.5
C -1.828 -1.431 1.722 0.1 -1.2 0.3
C -0.526 -1.655 -1.770 -0.7 0.0 1.6
H -2.750 -0.944 2.035 0.1 0.3 0.0
H 0.073 -1.452 0.179 0.0 0.2 0.0
H 3.175 -1.039 1.045 0.1 -0.1 0.1
H 1.635 0.070 -2.023 -0.2 0.1 0.0
H -1.611 0.045 -1.529 -0.1 -0.3 0.6
H 1.885 1.962 1.698 0.2 0.1 0.0
H -1.129 0.472 1.463 -0.2 1.2 -0.5
H -1.071 -2.446 -2.276 -0.1 0.0 -0.5
H -0.606 -0.408 2.870 -0.1 0.1 0.0
H 2.021 1.519 -1.845 -0.1 0.6 -0.2
H 3.039 0.184 0.162 0.1 0.1 -0.4
H -2.368 -2.889 0.269 0.0 -0.1 0.1
H -0.912 1.866 1.942 -0.2 0.6 -0.2
H -1.672 -2.321 2.339 -0.2 0.0 0.0
H 0.529 -1.693 -2.017 0.1 -0.2 -0.3
H 0.579 3.032 -1.930 -0.1 0.3 0.6
H -0.559 2.524 -2.689 -0.4 -0.3 0.2
H -2.639 -1.318 -0.349 -0.1 0.5 0.3
H 1.472 1.545 0.307 -0.1 0.1 -0.1
```
Positions in Å, forces in eV/Å.

## Properties
* orbital gap: 0.3512 Eh
* ΔE to the lowest compared entry with this formula, charge and spin: 334.63 kJ/mol
* total charge: 0

Record 2
DFT (wB97M-V/def2-TZVPD) results for C38H39Cl2N2O2S2SbV as an isolated structure.

The geometry in XYZ format:
```
87
Properties=species:S:1:pos:R:3:forces:R:3
Sb -0.621 -0.362 2.062 0.4 -0.1 0.0
V -1.368 -1.446 -1.833 -0.5 -0.1 0.5
Cl 2.820 5.343 0.322 0.0 0.0 0.1
Cl 4.474 0.290 -0.237 0.0 0.0 0.0
S -2.736 -1.722 -0.179 0.1 0.0 -0.4
S 0.006 -1.698 -4.079 0.0 0.2 0.0
O -2.015 2.125 -3.088 0.0 0.1 0.0
O -1.092 0.431 -1.984 0.1 -0.7 0.2
N -2.356 -3.174 -2.840 0.0 0.3 0.1
N -0.059 -3.193 -1.344 0.1 0.3 0.0
C -2.463 -3.557 5.358 0.0 0.0 0.0
C 0.640 2.245 3.002 -0.1 0.0 0.0
C 1.846 0.941 -1.764 0.0 -0.1 0.0
C 0.959 1.908 -0.892 0.0 0.0 0.1
C 2.681 1.313 4.604 0.0 0.0 0.0
C -2.651 1.454 3.489 0.1 0.0 0.0
C 1.772 0.427 4.040 0.1 -0.2 0.0
C 1.803 2.906 -0.165 0.1 0.1 0.0
C 4.352 1.365 -1.613 0.0 -0.1 0.1
C 2.570 2.674 4.367 0.0 0.0 0.0
C 5.509 2.008 -2.028 0.0 0.0 0.0
C 1.396 -2.571 -3.321 0.1 0.0 0.0
C -4.347 2.819 2.470 0.0 0.0 0.0
C 1.545 3.137 3.555 0.1 0.1 0.0
C -1.918 -4.474 -2.293 0.1 0.0 0.0
C -3.708 2.343 3.608 0.0 0.0 0.0
C -2.867 1.510 1.100 0.1 0.0 -0.1
C -2.224 1.028 2.233 -0.1 0.0 -0.1
C 0.807 4.750 -1.380 -0.1 0.0 -0.1
C -1.176 1.689 -2.323 0.0 0.0 -0.3
C -1.146 -3.147 5.485 0.0 0.0 0.0
C 1.021 -3.605 -2.269 0.0 0.0 0.0
C 0.719 0.870 3.245 0.0 0.2 -0.1
C -3.241 -3.039 4.332 0.0 0.0 0.0
C -0.968 -3.009 -4.882 0.0 0.0 0.0
C 4.242 3.104 -3.745 0.0 0.0 0.0
C 1.743 4.221 -0.459 0.0 -0.1 0.1
C -2.378 -3.112 -4.301 0.1 0.0 -0.1
C -1.379 -1.701 3.556 -0.1 -0.1 0.1
C -3.923 2.407 1.217 0.0 0.0 0.0
C -0.113 2.544 -1.718 -0.1 0.2 -0.1
C 3.127 1.563 -2.237 0.0 0.1 -0.1
C -0.999 -4.308 -1.086 0.0 0.0 0.0
C 5.450 2.885 -3.096 0.0 0.0 0.0
C -0.611 -2.230 4.588 0.1 0.0 0.0
C -2.704 -2.121 3.442 -0.1 0.1 -0.1
C 3.103 2.445 -3.318 0.0 -0.1 0.0
C -0.134 3.889 -1.960 0.1 0.1 0.1
H -1.391 -5.003 -3.090 0.0 0.0 0.0
H -2.872 -3.986 -4.741 0.0 0.0 0.0
H 3.285 3.365 4.796 0.0 0.0 0.0
H -2.883 -4.272 6.054 0.0 0.0 0.0
H 1.452 4.196 3.347 0.0 0.0 0.0
H 1.994 -1.766 -2.889 0.0 0.0 0.0
H -4.034 2.664 4.590 0.0 0.0 0.0
H 1.262 0.642 -2.636 0.0 0.0 0.1
H 0.488 1.253 -0.150 -0.1 0.0 0.0
H 6.436 1.824 -1.504 0.0 0.0 0.0
H -0.528 -3.535 6.286 0.0 0.0 0.0
H 6.346 3.397 -3.419 0.0 0.0 0.0
H -2.555 1.178 0.116 0.0 0.0 0.0
H -4.415 2.775 0.326 0.0 0.0 0.0
H -0.419 -3.947 -4.795 0.0 0.0 0.0
H -2.778 -5.087 -2.019 0.0 0.0 0.0
H 4.187 3.790 -4.579 0.0 0.0 0.0
H 0.703 -4.520 -2.770 0.0 0.0 0.0
H -5.177 3.508 2.562 0.0 0.0 0.0
H -1.030 -2.767 -5.942 0.0 0.0 0.0
H 0.340 -2.892 -0.460 0.0 -0.1 0.1
H 0.419 -1.931 4.720 0.0 0.0 0.0
H -0.909 4.286 -2.603 0.0 0.0 0.0
H -3.329 -1.725 2.650 0.0 0.0 0.0
H -0.454 -5.241 -0.902 0.0 0.0 0.0
H 1.919 -3.864 -1.702 0.0 0.0 0.0
H 3.483 0.934 5.226 0.0 0.0 0.0
H 0.803 5.810 -1.589 0.0 0.0 0.0
H -3.254 -2.917 -2.433 0.0 -0.1 0.0
H -1.578 -4.041 -0.207 0.0 0.0 0.0
H 2.503 2.547 0.581 0.0 0.0 0.0
H 2.001 -3.037 -4.099 0.0 0.0 0.0
H 2.157 2.618 -3.819 0.0 0.0 0.0
H 2.049 0.046 -1.175 0.0 0.0 0.0
H -0.153 2.639 2.375 0.0 0.0 0.0
H -4.275 -3.346 4.225 0.0 0.0 0.0
H -2.954 -2.229 -4.584 0.0 0.0 0.0
H 1.925 -0.628 4.227 0.0 0.0 0.0
H -2.151 1.095 4.383 0.0 0.0 0.0
```
Positions in Å, forces in eV/Å.

## Properties
* <S²>: 3.859
* orbital gap (alpha / beta): 0.2428 / 0.2413 Eh
* 2S+1: 4
* ΔE to the lowest compared entry with this formula, charge and spin: 14.47 kJ/mol
* total charge: 0

Record 3
DFT (wB97M-V/def2-TZVPD) results for an isolated ion of composition C4H10NO and charge +1 in a non-equilibrium geometry.

The geometry in XYZ format:
```
16
Properties=species:S:1:pos:R:3:forces:R:3
O -0.176 -1.068 -1.823 -0.7 -0.1 -2.7
N -0.646 0.644 -0.174 -3.1 0.5 -1.4
C -1.177 0.059 2.154 -0.1 1.3 -0.5
C 0.432 -0.391 -0.883 1.4 1.0 3.8
C -1.578 0.170 0.910 1.4 -0.5 -1.1
C 1.665 0.466 -1.161 -1.0 1.2 -2.2
H 1.267 1.573 -1.357 1.5 -2.0 0.9
H 0.726 -1.037 0.003 -1.0 0.3 -1.1
H 1.921 0.155 -2.228 0.7 0.3 1.5
H -1.984 -0.137 2.836 0.4 -0.4 0.7
H -0.263 1.453 0.267 1.4 0.7 0.1
H 2.467 0.279 -0.369 -1.0 0.8 -1.5
H -2.506 -0.130 0.523 -1.2 -0.3 -0.3
H -1.304 1.119 -0.943 1.9 -1.6 1.7
H -0.195 0.450 2.428 -0.3 -0.5 0.4
H -0.101 -0.662 -2.744 0.0 -0.6 1.7
```
Positions in Å, forces in eV/Å.

## Properties
* orbital gap: 0.4315 Eh
* ΔE to the lowest compared entry with this formula, charge and spin: 226.04 kJ/mol
* SMILES string: C=C[NH2+][C@H](C)O
* total charge: +1

Record 4
DFT (wB97M-V/def2-TZVPD) results for C4H13BrMgNO2 as an isolated structure in a non-equilibrium geometry.

The geometry in XYZ format:
```
22
Properties=species:S:1:pos:R:3:forces:R:3
Br -1.515 3.043 -1.884 0.5 0.5 1.4
Mg -0.880 2.982 0.513 -0.5 -1.0 -1.7
O 1.042 -0.729 -0.702 -0.3 0.2 -0.5
O -3.747 0.791 -3.130 0.2 0.1 0.0
N -0.527 0.869 0.609 0.3 0.8 0.8
C 0.681 0.388 1.336 0.6 -0.5 0.3
C 0.421 0.172 2.819 -0.4 -0.6 -0.1
C 1.209 -0.899 0.683 0.7 0.6 -0.3
C 1.427 -1.849 -1.500 -0.2 -0.2 0.4
H 0.594 -2.555 -1.519 0.2 -0.2 0.1
H -1.277 0.226 0.863 -0.2 0.2 -0.4
H 1.326 -0.152 3.332 0.2 0.5 0.0
H -0.330 0.758 -0.394 -0.2 -0.4 0.1
H -0.032 1.044 3.290 0.2 0.1 0.2
H 2.335 -2.285 -1.077 -0.1 -0.2 -0.1
H 2.290 -0.944 0.857 0.0 -0.2 0.4
H -3.201 1.564 -2.921 -0.2 -0.3 -0.1
H 1.632 -1.561 -2.528 -0.1 0.4 0.1
H 0.743 -1.791 1.114 -0.3 -0.1 -0.3
H -0.245 -0.681 2.993 -0.3 0.2 -0.3
H 1.474 1.135 1.229 -0.1 0.1 -0.2
H -3.421 0.475 -3.981 -0.1 0.1 0.1
```
Positions in Å, forces in eV/Å.

## Properties
* orbital gap: 0.2642 Eh
* ΔE to the lowest compared entry with this formula, charge and spin: 0.00 kJ/mol
* total charge: +1

Record 5
DFT (wB97M-V/def2-TZVPD) results for a 2-piece molecular cluster, C7H13PS overall in a non-equilibrium geometry.

The geometry in XYZ format:
```
22
Properties=species:S:1:pos:R:3:forces:R:3
S 0.559 2.373 1.339 0.6 0.7 0.5
P -0.019 0.639 0.843 -2.7 -3.2 2.0
C -0.699 -0.752 -1.239 1.4 -0.3 1.4
C -1.118 0.574 -0.672 2.7 -0.7 -0.6
C 1.139 -0.797 0.406 -1.7 0.9 -3.0
C -1.429 -0.796 2.524 0.5 0.8 -3.5
C 2.367 -0.205 -0.223 2.4 -2.2 1.1
C -0.666 1.719 -1.590 -2.1 1.0 1.4
C 0.329 -1.461 -0.739 -1.4 1.9 2.0
H -2.183 0.471 -0.586 -0.5 0.7 0.7
H -1.461 1.912 -2.260 -1.3 0.3 -0.8
H 0.111 1.528 -2.275 1.6 -0.2 0.0
H 2.185 0.447 -1.025 -0.3 0.5 -1.3
H 0.451 -2.490 -0.876 0.5 -1.4 -0.9
H 1.360 -1.393 1.253 0.0 -0.6 0.7
H 3.259 -0.952 -0.397 -2.0 1.2 -0.1
H -2.441 -0.569 2.182 0.1 -0.1 -0.3
H -1.351 -0.343 3.477 0.9 -0.1 1.0
H -1.128 -1.833 2.224 -0.1 1.1 0.9
H -0.626 2.628 -0.950 0.7 -0.4 -0.8
H -1.336 -1.087 -1.983 -0.9 -1.1 -1.5
H 2.698 0.388 0.566 1.4 1.5 1.2
```
Positions in Å, forces in eV/Å.

## Properties
* orbital gap: 0.3019 Eh
* ΔE to the lowest compared entry with this formula, charge and spin: 277.46 kJ/mol
* total charge: 0

Record 6
DFT (wB97M-V/def2-TZVPD) results for C4H5CaO3 as an isolated structure in a non-equilibrium geometry.

The geometry in XYZ format:
```
13
Properties=species:S:1:pos:R:3:forces:R:3
Ca -4.202 3.395 1.718 -0.3 0.4 0.3
O -2.706 2.078 1.165 -0.4 0.1 0.2
O -2.631 0.874 -0.682 -0.1 0.5 0.5
O -0.002 0.168 0.931 0.8 -1.1 -0.7
C -2.150 1.272 0.443 0.8 -0.9 -0.9
C 2.643 -1.564 -0.745 -0.4 0.4 0.1
C 0.667 -0.754 0.408 -1.4 1.2 0.1
C 1.978 -0.547 -0.164 0.7 -0.2 -0.2
H -2.005 0.338 -1.195 0.2 -0.3 0.1
H 0.197 -1.747 0.265 0.3 0.1 0.2
H 3.618 -1.415 -1.208 -0.3 -0.1 0.2
H 2.204 -2.563 -0.808 0.2 0.2 0.1
H 2.390 0.464 -0.127 -0.1 -0.3 0.1
```
Positions in Å, forces in eV/Å.

## Properties
* <S²>: 0.754
* orbital gap (alpha / beta): 0.2172 / 0.2142 Eh
* 2S+1: 2
* total charge: +2

Record 7
DFT (wB97M-V/def2-TZVPD) results for a 3-piece molecular cluster, C7H14O2 overall in a non-equilibrium geometry.

The geometry in XYZ format:
```
23
Properties=species:S:1:pos:R:3:forces:R:3
O 0.768 0.950 -1.546 -0.3 -0.4 -0.6
O 3.315 0.379 0.871 -0.2 0.1 -0.4
C 0.601 -0.454 0.483 5.9 -2.3 -0.3
C 2.656 -0.577 0.082 -1.8 -0.7 1.3
C -1.536 0.729 0.166 1.4 1.5 -0.4
C 0.017 -1.785 0.113 0.0 0.0 0.0
C -2.484 0.256 -0.887 0.0 0.1 -0.4
C 0.562 0.744 -0.227 -5.4 1.7 0.8
C -1.911 1.419 1.237 0.1 0.0 -0.1
H -2.157 0.579 -1.881 0.0 0.0 -0.1
H 0.682 -2.596 0.420 0.1 0.1 -0.1
H -0.898 -1.962 0.680 -0.2 0.2 -0.2
H -2.932 1.792 1.368 0.0 -0.5 0.1
H -1.209 1.718 2.015 0.0 0.1 -0.2
H 3.258 1.235 0.425 0.1 -0.2 0.1
H 0.764 -0.296 1.543 -0.4 0.1 0.0
H -2.579 -0.834 -0.922 0.1 0.1 0.1
H 0.149 0.418 -2.070 0.3 0.0 0.1
H 2.937 -0.545 -0.973 -0.4 0.2 0.0
H -0.170 -1.889 -0.959 -0.1 0.0 0.1
H -3.503 0.654 -0.760 0.2 0.0 0.1
H 0.825 1.636 0.332 0.2 -0.1 0.0
H 2.845 -1.567 0.491 0.2 0.1 0.1
```
Positions in Å, forces in eV/Å.

## Properties
* orbital gap: 0.2810 Eh
* ΔE to the lowest compared entry with this formula, charge and spin: 552.70 kJ/mol
* total charge: 0